The following is a quantum chemistry calculation of 16 unconnected molecules or ions with the total composition C92H212N12O16 in a non-equilibrium geometry, from OMol25.

Structure (XYZ):
```
332
Properties=species:S:1:pos:R:3
C 20.049 -17.677 16.464
C 19.356 -18.077 15.160
C 19.898 -17.074 14.086
C 19.592 -17.511 12.623
C 20.024 -19.006 12.464
C 19.383 -19.942 13.506
N 19.871 -19.408 14.794
O 19.419 -20.369 15.821
C 17.892 -20.137 13.200
C 20.001 -21.321 13.434
C 17.902 -17.999 15.416
H 19.765 -16.629 16.705
H 21.168 -17.705 16.390
H 19.744 -18.298 17.319
H 19.409 -16.116 14.216
H 21.030 -16.921 14.219
H 20.017 -16.844 11.875
H 18.512 -17.457 12.455
H 21.124 -19.143 12.537
H 19.758 -19.327 11.452
H 17.409 -19.156 13.054
H 17.788 -20.713 12.283
H 17.384 -20.665 14.043
H 21.066 -21.205 13.614
H 19.568 -22.022 14.155
H 19.826 -21.658 12.456
H 17.566 -18.778 16.102
H 17.299 -18.099 14.531
H 17.609 -17.080 15.882
H 20.272 -20.560 16.259
C 13.059 -20.041 26.906
C 12.920 -18.525 26.964
C 11.547 -18.256 27.649
C 11.522 -16.771 28.116
C 12.684 -16.408 29.005
C 14.027 -16.763 28.385
N 14.038 -18.113 27.878
O 15.276 -18.329 27.165
C 14.338 -15.673 27.349
C 15.092 -16.684 29.463
C 12.848 -17.988 25.470
H 12.203 -20.470 26.327
H 13.077 -20.468 27.881
H 13.941 -20.412 26.353
H 10.681 -18.324 26.991
H 11.556 -18.850 28.515
H 10.551 -16.525 28.624
H 11.585 -16.169 27.214
H 12.644 -16.909 30.065
H 12.787 -15.324 29.101
H 14.920 -14.896 27.858
H 14.977 -16.147 26.504
H 13.372 -15.312 26.967
H 15.053 -17.450 30.257
H 16.072 -16.794 29.010
H 15.099 -15.753 30.086
H 13.801 -18.023 24.939
H 12.528 -16.938 25.366
H 12.190 -18.613 24.891
H 15.258 -19.226 26.759
C 14.791 -16.907 17.395
C 15.167 -15.915 18.519
C 15.095 -14.458 17.959
C 13.708 -13.988 17.779
C 12.770 -14.118 19.062
C 12.791 -15.610 19.567
N 14.223 -15.962 19.674
O 14.406 -17.241 20.342
C 12.244 -15.603 21.002
C 11.958 -16.469 18.615
C 16.513 -16.086 19.101
H 15.001 -17.961 17.647
H 15.505 -16.688 16.608
H 13.833 -16.745 16.978
H 15.507 -13.859 18.787
H 15.761 -14.294 17.060
H 13.282 -14.536 16.923
H 13.806 -12.896 17.561
H 11.773 -13.716 18.828
H 13.150 -13.521 19.906
H 11.186 -15.311 20.947
H 12.260 -16.611 21.430
H 12.767 -14.859 21.517
H 12.155 -17.511 18.881
H 10.925 -16.263 18.634
H 12.231 -16.319 17.539
H 16.619 -15.215 19.801
H 17.341 -16.095 18.397
H 16.702 -17.068 19.592
H 14.680 -16.915 21.229
C 14.068 -18.274 14.016
C 14.212 -17.178 12.929
C 14.617 -17.854 11.567
C 13.365 -18.554 11.006
C 12.190 -17.548 10.930
C 11.780 -16.913 12.289
N 13.073 -16.273 12.804
O 12.715 -15.779 14.140
C 10.848 -15.781 11.991
C 11.111 -17.950 13.257
C 15.425 -16.333 13.305
H 13.751 -17.790 14.935
H 15.080 -18.607 14.175
H 13.446 -19.180 13.769
H 14.913 -17.019 10.858
H 15.444 -18.579 11.735
H 13.231 -19.435 11.682
H 13.435 -18.950 9.953
H 11.347 -18.036 10.454
H 12.477 -16.681 10.349
H 10.536 -15.269 12.944
H 11.376 -15.088 11.256
H 9.931 -16.225 11.562
H 10.967 -17.493 14.250
H 10.075 -18.213 12.917
H 11.657 -18.869 13.373
H 15.239 -16.035 14.348
H 15.324 -15.427 12.727
H 16.329 -16.873 13.195
H 12.700 -14.778 14.078
C 18.582 -17.947 26.418
C 18.632 -18.361 24.926
C 19.471 -19.657 24.981
C 19.473 -20.373 23.637
C 17.993 -20.687 23.288
C 17.043 -19.494 23.254
N 17.275 -18.816 24.591
O 16.421 -17.644 24.714
C 17.192 -18.601 21.995
C 15.596 -19.929 23.321
C 19.229 -17.231 24.054
H 17.922 -17.119 26.642
H 19.586 -17.702 26.822
H 18.188 -18.821 27.016
H 20.543 -19.375 25.189
H 19.056 -20.378 25.708
H 20.111 -21.247 23.713
H 19.852 -19.735 22.828
H 17.631 -21.327 24.090
H 17.983 -21.251 22.306
H 16.724 -17.640 22.076
H 18.205 -18.479 21.780
H 16.709 -19.110 21.133
H 15.466 -20.636 22.508
H 15.231 -20.464 24.224
H 14.855 -19.132 23.176
H 18.621 -16.335 24.035
H 19.361 -17.644 23.038
H 20.162 -16.979 24.511
H 16.142 -17.592 25.635
C 11.735 -24.369 18.411
C 12.565 -23.999 17.145
C 11.591 -24.224 15.915
C 10.711 -23.073 15.520
C 11.594 -21.778 15.294
C 12.126 -21.424 16.716
N 13.102 -22.591 17.083
O 13.590 -22.345 18.426
C 13.102 -20.292 16.778
C 11.023 -21.112 17.714
C 13.828 -24.893 17.143
H 12.293 -23.991 19.307
H 11.694 -25.470 18.541
H 10.769 -23.881 18.380
H 12.275 -24.551 15.131
H 10.926 -25.074 16.174
H 10.043 -22.914 16.296
H 10.117 -23.278 14.667
H 11.068 -20.980 14.771
H 12.467 -22.031 14.635
H 13.370 -20.086 17.834
H 14.027 -20.380 16.228
H 12.560 -19.466 16.399
H 10.353 -21.895 17.908
H 11.457 -20.758 18.672
H 10.464 -20.228 17.419
H 14.355 -24.696 18.034
H 14.503 -24.531 16.319
H 13.670 -25.969 17.058
H 14.336 -21.781 18.394
C 14.529 -9.391 23.593
C 15.738 -10.301 23.710
C 15.902 -10.677 25.134
C 16.885 -11.831 25.326
C 16.453 -13.063 24.523
C 16.246 -12.696 23.000
N 15.374 -11.567 22.963
O 15.063 -11.300 21.593
C 17.597 -12.658 22.268
C 15.466 -13.835 22.374
C 16.980 -9.691 23.111
H 14.430 -8.899 22.618
H 14.604 -8.597 24.378
H 13.589 -9.909 23.768
H 16.412 -9.787 25.566
H 14.913 -10.874 25.506
H 17.150 -12.073 26.358
H 17.845 -11.468 24.925
H 15.399 -13.130 24.866
H 17.093 -13.901 24.672
H 17.850 -13.722 22.237
H 17.548 -12.232 21.214
H 18.378 -12.114 22.741
H 15.572 -13.901 21.312
H 15.870 -14.811 22.700
H 14.401 -13.760 22.669
H 17.108 -8.591 23.244
H 16.834 -9.697 21.963
H 17.949 -10.223 23.244
H 15.830 -10.869 21.212
C 9.790 -19.789 23.127
C 9.067 -18.797 22.164
C 9.641 -19.048 20.783
C 8.702 -18.610 19.675
C 7.335 -19.199 19.861
C 6.773 -18.704 21.163
N 7.637 -19.218 22.244
O 7.142 -18.760 23.567
C 6.455 -17.205 21.150
C 5.532 -19.407 21.411
C 9.227 -17.325 22.525
H 9.305 -19.770 24.136
H 10.913 -19.641 23.241
H 9.448 -20.695 22.652
H 10.559 -18.433 20.612
H 9.820 -20.115 20.675
H 9.127 -18.908 18.743
H 8.788 -17.539 19.651
H 7.332 -20.269 19.968
H 6.636 -18.824 19.108
H 7.249 -16.518 20.906
H 5.469 -17.061 20.690
H 6.207 -17.113 22.204
H 5.229 -19.123 22.444
H 4.788 -19.165 20.673
H 5.712 -20.459 21.348
H 10.011 -17.337 23.254
H 8.326 -16.807 22.888
H 9.559 -16.775 21.632
H 6.528 -19.419 23.745
C 20.096 -24.263 17.576
C 19.835 -22.801 17.731
C 19.082 -22.575 19.031
O 18.818 -21.255 19.313
C 17.548 -20.765 18.811
N 21.057 -22.068 17.788
H 19.209 -24.885 17.493
H 20.676 -24.649 18.403
H 20.670 -24.530 16.685
H 19.165 -22.418 16.924
H 19.599 -22.893 19.939
H 18.149 -23.107 19.008
H 17.459 -19.707 19.117
H 16.773 -21.403 19.265
H 17.421 -20.734 17.721
H 21.502 -22.018 16.901
H 20.902 -21.176 18.128
C 14.135 -12.093 12.756
C 14.159 -11.541 14.192
C 12.790 -11.508 14.824
O 12.143 -12.752 14.870
C 10.993 -12.903 15.685
N 15.208 -12.402 14.845
H 13.825 -13.138 12.879
H 15.183 -12.179 12.331
H 13.381 -11.619 12.091
H 14.610 -10.552 14.106
H 12.154 -10.870 14.215
H 12.829 -11.167 15.871
H 10.969 -12.156 16.485
H 11.150 -13.854 16.199
H 10.020 -12.885 15.191
H 15.415 -12.086 15.824
H 14.848 -13.356 14.868
C 11.589 -11.078 21.896
C 11.198 -12.367 22.600
C 11.331 -12.123 24.138
O 10.996 -13.297 24.862
C 10.628 -13.018 26.185
N 9.895 -13.004 22.187
H 12.542 -10.842 22.334
H 10.772 -10.357 22.073
H 11.558 -11.297 20.892
H 11.854 -13.204 22.334
H 10.661 -11.253 24.383
H 12.399 -11.858 24.329
H 11.442 -12.602 26.734
H 10.363 -13.985 26.699
H 9.815 -12.358 26.179
H 9.103 -12.557 22.619
H 9.921 -13.927 22.545
C 18.513 -12.811 18.522
C 18.001 -12.558 17.152
C 18.621 -11.289 16.563
O 18.200 -10.246 17.394
C 18.914 -9.029 17.268
N 18.211 -13.640 16.211
H 19.619 -12.899 18.466
H 18.172 -13.757 18.925
H 18.221 -12.005 19.288
H 16.898 -12.338 17.177
H 18.399 -11.173 15.466
H 19.686 -11.431 16.547
H 19.858 -9.093 17.811
H 18.291 -8.224 17.624
H 19.242 -8.982 16.234
H 17.556 -13.524 15.387
H 18.035 -14.521 16.657
C 8.652 -14.016 18.873
O 9.225 -12.765 19.374
H 9.308 -14.862 19.105
H 7.695 -14.203 19.437
H 8.534 -13.804 17.813
H 9.377 -12.930 20.309
C 14.741 -9.746 18.825
O 16.077 -9.826 19.226
H 14.517 -9.000 18.027
H 14.489 -10.717 18.411
H 14.098 -9.479 19.636
H 16.597 -10.022 18.423
C 13.225 -20.819 21.289
O 14.310 -20.414 20.443
H 13.452 -21.762 21.808
H 13.030 -20.145 22.144
H 12.265 -20.977 20.840
H 14.213 -19.491 20.233
C 16.447 -22.638 15.363
O 15.615 -21.652 15.851
H 17.487 -22.444 15.541
H 16.231 -23.603 15.819
H 16.397 -22.731 14.265
H 14.758 -22.094 16.062
```

Output
E_HOMO	-8.24	eV
spin multiplicity	1
gap between HOMO and LUMO	8.81	eV
DFT total energy	-5492.849350	hartree
relative energy (zero: lowest compared OMol25 entry of this formula, charge and spin)	20.32	kcal per mole

Here are the Löwdin charges for atoms 1 to 2, given in e: atom 1 (C): -0.04, atom 2 (C): -0.53